The following is a DFT calculation (wB97M-V/def2-TZVPD) of a molecular structure, C29H23F6N5O10PdS5.

Structure (ORCA input):
```
! RIJCOSX wB97M-V def2-TZVPD def2/J DEFGRID3
* xyz 0 5
Pd -0.6612 -0.9085 0.2680
S 2.3562 3.5781 -2.8394
S -1.2859 1.3477 -0.2815
S -0.8612 -2.4025 -2.3072
S 2.0460 -3.1288 -0.0268
S 0.9098 1.1854 -3.2543
F 4.5294 2.0949 -3.1200
F 4.8550 4.0320 -2.2143
F -0.5613 3.1380 -4.3074
F 0.6107 2.0996 -5.8041
F -1.0897 1.1237 -4.9126
F 3.9536 2.4395 -1.0602
O 2.1122 0.6332 -4.1504
O 1.9583 -4.2915 -0.8641
O 1.3526 -0.5794 -0.7152
O -1.3956 -2.9331 -3.5244
O -1.3601 -1.0529 -1.9212
O 2.4422 3.7113 -4.2592
O 2.0983 4.7136 -2.0075
O 0.9221 -2.8215 0.8419
O -0.9162 -3.2726 -1.1495
O 3.3285 -2.8021 0.5460
N 1.4105 2.3716 -2.3534
N -2.3763 -1.4046 1.5539
N 0.9703 2.0489 1.2238
N -0.0201 3.6398 0.1247
N 0.4692 -0.0488 2.2189
C -0.0728 1.9613 -4.6844
C 1.0792 4.2012 0.7376
C 1.7858 -1.4844 -1.5250
C 2.3988 -0.8628 -4.1942
C -0.9270 4.3279 -0.7781
C 2.1870 -1.2948 3.3245
C -5.1568 1.6197 2.3767
C 3.2194 -1.3596 -1.9556
C -3.3142 -0.3797 1.8443
C -2.9193 0.7493 2.5536
C -3.8499 1.7387 2.8294
C 3.1437 -0.4338 2.8179
C 0.8724 -1.0868 2.9594
C -5.5392 0.4984 1.6547
C 2.7464 0.6527 2.0578
C -2.5134 -2.5673 2.2320
C -3.3837 -3.8642 4.0841
C 0.8518 -1.9577 -2.6200
C -1.8306 -3.7219 1.7666
C -2.7022 -4.9887 3.6140
C -4.6240 -0.5104 1.3939
C -0.0867 2.3224 0.4018
C 3.5133 -1.0906 -3.2208
C 1.3905 0.8324 1.8333
C -3.3100 -2.6712 3.4064
C 1.1735 -1.6617 -3.8804
C -1.9368 -4.9105 2.4539
C 1.6906 3.2298 1.4290
C 4.0265 2.9916 -2.2762
H -1.4242 -5.7863 2.0793
H 2.5486 3.2612 2.0721
H -6.5549 0.4035 1.2940
H -1.8938 0.8324 2.8856
H 2.7001 -0.9787 -5.2309
H -3.8302 -1.7994 3.7776
H -1.2646 -3.6626 0.8500
H 3.4698 1.3273 1.6241
H -1.9499 4.0334 -0.5516
H -0.8093 5.3973 -0.6256
H 4.5351 -0.9719 -3.5540
H -0.6876 4.0755 -1.8082
H 3.9778 -1.4695 -1.1948
H 1.3225 5.2409 0.6171
H -3.9736 -3.9298 4.9887
H -3.5492 2.6114 3.3953
H -4.9078 -1.3896 0.8299
H -2.7740 -5.9244 4.1531
H 4.1953 -0.6136 2.9934
H 2.4535 -2.1544 3.9210
H 0.1001 -1.7919 3.2389
H 0.4833 -1.9015 -4.6807
H -5.8762 2.4007 2.5848
*
```

Computed properties:
HOMO (alpha / beta): -0.3115 / -0.3091 Ha
E_tot: -4862.9484 Eh
lowest unoccupied orbital energy (alpha / beta): -0.11 / -2.13 eV
Kohn-Sham gap (alpha / beta): 8.37 / 6.28 eV